(1)
Molecular formula: C2H6OS
Method: DFT, wB97M-V/def2-TZVPD

Element x y z (Å)
C: -1.265 0.630 -0.155
C: -0.167 -0.389 -0.045
S: 1.460 0.577 -0.243
O: 2.500 -0.681 0.047
H: -1.129 1.409 0.676
H: -1.182 1.153 -1.206
H: -2.205 0.094 -0.126
H: -0.228 -1.161 -0.851
H: -0.019 -0.886 0.929
H: 2.235 -0.747 0.974

Summary:
SMILES = CCSO
ΔE to the lowest compared entry with this formula, charge and spin = 60.7 kJ/mol
LUMO level = 0.744 eV
Energy = -553.18028 Eh
Kohn-Sham gap = 9.487 eV

natural (NBO) population analysis, charges in e, atoms 1 to 5: -0.64 -0.51 0.43 -0.82 0.22

(2)
Molecular formula: C5H12N3
Method: DFT, wB97M-V/def2-TZVPD

Element x y z (Å)
C: -2.750 0.728 0.427
C: -0.368 -0.905 0.366
C: 1.072 1.380 1.170
C: 1.420 -0.705 -1.127
C: 0.187 1.281 -0.018
N: -3.261 0.787 -0.635
N: 0.370 -0.198 -0.380
N: -0.454 -2.303 0.281
H: -0.757 -0.372 1.102
H: 0.732 0.655 1.927
H: 2.110 1.237 1.117
H: 1.031 2.347 1.656
H: 1.127 -1.519 -1.716
H: 1.972 0.099 -1.621
H: 2.253 -1.117 -0.483
H: -0.855 1.494 -0.112
H: 0.649 2.053 -0.769
H: -3.789 0.877 -1.505
H: -0.915 -3.040 0.648
H: 0.224 -2.779 -0.328

Summary:
Net charge = +1
ΔE to the lowest compared entry with this formula, charge and spin = 370.5 kJ/mol
LUMO level = -3.322 eV
Energy = -361.62699 Eh
Kohn-Sham gap = 11.246 eV

natural (NBO) population analysis, charges in e, atoms 1 to 5: 0.25 0.42 -0.64 -0.45 -0.23

(3)
Molecular formula: C6H9B
Method: DFT, wB97M-V/def2-TZVPD

Element x y z (Å)
B: -1.051 -0.067 0.432
C: 2.168 -0.634 0.255
C: 1.061 -1.160 -0.303
C: 2.061 0.797 0.255
C: 0.111 -0.071 -0.644
C: 0.885 1.155 -0.298
C: -2.564 0.009 0.039
H: -0.730 -0.146 1.797
H: 3.014 -1.174 0.639
H: 0.834 -2.199 -0.456
H: 2.827 1.454 0.621
H: -0.265 -0.096 -1.665
H: 0.509 2.150 -0.450
H: -3.214 0.327 0.850
H: -2.894 -0.991 -0.251
H: -2.754 0.647 -0.821

Summary:
Spin multiplicity = 3
ΔE to the lowest compared entry with this formula, charge and spin = 0.0 kJ/mol
⟨S²⟩ = 2.007
LUMO level (alpha / beta) = 0.879 / -1.969 eV
Energy = -258.68174 Eh
Kohn-Sham gap (alpha / beta) = 5.815 / 8.012 eV

natural (NBO) population analysis, charges in e, atoms 1 to 5: 0.70 -0.22 -0.09 -0.25 -0.69

(4)
Molecular formula: C2H12NSi2
Method: DFT, wB97M-V/def2-TZVPD

Element x y z (Å)
C: 0.818 0.249 0.655
C: 0.320 -0.423 -0.448
N: 0.506 2.645 0.142
Si: 0.484 -2.366 0.493
Si: -1.605 -0.258 -0.913
H: 1.917 0.618 0.783
H: 0.022 0.592 1.410
H: 0.946 -0.359 -1.268
H: 0.549 3.376 0.823
H: -0.346 2.104 0.231
H: 0.626 2.965 -0.818
H: -0.439 -2.822 1.474
H: 0.335 -3.068 -0.737
H: 1.837 -2.111 1.114
H: -1.997 0.632 -1.996
H: -2.144 -0.078 0.415
H: -1.828 -1.694 -1.360

Summary:
Net charge = +1
ΔE to the lowest compared entry with this formula, charge and spin = 316.8 kJ/mol
LUMO level (alpha / beta) = -5.023 / -5.023 eV
Energy = -716.75206 Eh
Kohn-Sham gap (alpha / beta) = 9.332 / 9.332 eV

natural (NBO) population analysis, charges in e, atoms 1 to 5: -0.08 -0.88 -1.03 0.94 0.84

(5)
Molecular formula: C19H23N3O13S
Method: DFT, wB97M-V/def2-TZVPD

Element x y z (Å)
C: 0.066 -3.087 -4.413
O: -0.091 -1.739 -3.988
C: 0.262 -1.548 -2.625
C: 1.237 -0.354 -2.504
C: 0.401 0.880 -2.625
N: -0.274 1.807 -2.657
C: 2.234 -0.263 -3.683
C: 2.910 -1.532 -3.969
N: 3.563 -2.457 -4.155
N: 1.891 -0.268 -1.190
C: 2.508 -1.231 -0.768
S: 3.092 -2.562 -0.193
H: -0.672 -3.745 -3.940
H: 1.059 -3.486 -4.192
H: -0.084 -3.104 -5.490
H: -0.656 -1.265 -2.104
H: 0.677 -2.477 -2.233
H: 1.634 -0.018 -4.561
H: 2.934 0.559 -3.549
O: -6.999 3.911 -3.233
C: -5.826 3.747 -3.147
O: -5.010 4.448 -2.316
C: -3.723 3.816 -2.326
C: -3.725 3.105 -3.648
O: -5.118 2.842 -3.867
H: -2.922 4.544 -2.252
H: -3.660 3.130 -1.479
H: -3.353 3.733 -4.458
H: -3.156 2.179 -3.629
O: -0.925 4.948 -4.217
C: -0.757 5.930 -3.574
O: -0.127 7.042 -4.024
C: -0.326 8.088 -3.072
C: -0.595 7.317 -1.799
O: -1.172 6.102 -2.288
H: 0.555 8.722 -3.010
H: -1.180 8.692 -3.385
H: 0.320 7.077 -1.255
H: -1.286 7.825 -1.130
O: 3.167 -5.803 1.455
C: 2.932 -5.201 2.452
O: 2.022 -4.202 2.546
C: 1.862 -3.878 3.933
C: 3.168 -4.352 4.528
O: 3.539 -5.414 3.644
H: 1.696 -2.811 4.059
H: 1.004 -4.422 4.326
H: 3.945 -3.585 4.499
H: 3.063 -4.718 5.546
O: 0.700 -6.003 6.810
C: 0.402 -4.981 7.334
O: 0.058 -4.844 8.635
C: 0.001 -3.447 8.938
C: -0.244 -2.830 7.578
O: 0.366 -3.780 6.698
H: -0.793 -3.243 9.650
H: 0.956 -3.142 9.370
H: -1.305 -2.758 7.335
H: 0.215 -1.851 7.463

Summary:
SMILES = COC[C@](C#N)(CC#N)N=C=S.O=C1OCCO1.O=C1OCCO1.O=C1OCCO1.O=C1OCCO1
LUMO level = -0.056 eV
Energy = -2278.35168 Eh
Kohn-Sham gap = 9.755 eV

natural (NBO) population analysis, charges in e, atoms 1 to 5: -0.26 -0.55 -0.07 0.03 0.28

(6)
Molecular formula: C11H31Be2N2O7
Method: DFT, wB97M-V/def2-TZVPD

Element x y z (Å)
Be: -5.358 -0.628 4.816
Be: -7.096 1.439 -2.369
O: -2.128 -1.372 -0.488
C: -2.661 -0.343 0.193
O: -3.267 0.537 -0.407
O: -2.695 -0.325 1.435
H: -1.687 -1.789 0.255
C: 2.867 -2.772 5.313
C: 2.103 -2.694 4.023
C: 1.421 -3.997 3.641
O: 0.855 -3.913 2.320
C: 0.312 -5.118 1.842
N: 1.193 -1.530 4.173
H: 3.222 -1.797 5.644
H: 3.691 -3.472 5.173
H: 2.312 -3.232 6.131
H: 2.782 -2.358 3.240
H: 0.702 -4.309 4.398
H: 2.077 -4.862 3.736
H: -0.486 -5.246 2.573
H: 0.951 -5.998 1.768
H: -0.276 -5.022 0.929
H: 0.538 -1.559 3.404
H: 1.812 -0.733 4.224
C: -0.435 5.513 0.608
C: 0.632 4.964 -0.337
C: 1.644 4.073 0.364
O: 2.723 3.726 -0.509
C: 3.880 3.260 0.056
N: -0.047 4.277 -1.432
H: -0.092 5.877 1.576
H: -1.144 4.762 0.957
H: -0.952 6.330 0.105
H: 1.111 5.826 -0.800
H: 1.171 3.202 0.818
H: 2.036 4.624 1.219
H: 4.308 3.779 0.914
H: 4.672 3.116 -0.678
H: 3.670 2.229 0.341
H: -0.742 3.664 -1.031
H: 0.640 3.651 -1.826
C: -2.881 1.415 -5.657
O: -4.270 1.448 -5.695
H: -2.623 0.866 -4.751
H: -2.549 0.965 -6.593
H: -2.517 2.442 -5.675
H: -4.482 1.867 -6.532
C: -0.647 -3.564 -5.498
O: -1.803 -3.309 -4.784
H: -0.878 -3.820 -6.532
H: 0.014 -2.703 -5.599
H: -0.067 -4.390 -5.086
H: -1.555 -2.995 -3.911

Summary:
Net charge = +3
LUMO level = -14.301 eV
Energy = -1101.71633 Eh
Kohn-Sham gap = 1.656 eV

natural (NBO) population analysis, charges in e, atoms 1 to 5: 0.72 0.80 -0.64 0.92 -0.43

(7)
Molecular formula: C39H37BN9PtS
Method: DFT, wB97M-V/def2-TZVPD

Element x y z (Å)
Pt: -0.012 0.327 -0.544
C: -2.183 2.671 3.822
C: -2.261 1.873 2.562
C: -3.231 0.971 2.157
C: -2.799 0.467 0.924
N: -1.637 1.045 0.627
N: -1.298 1.885 1.621
B: -0.006 2.741 1.489
N: 1.283 1.879 1.614
N: 1.619 1.040 0.617
C: 2.782 0.462 0.911
C: 3.216 0.964 2.144
C: 2.248 1.865 2.553
C: 2.174 2.662 3.814
C: 3.380 -0.562 0.040
C: 4.327 -1.444 0.551
C: 4.876 -2.433 -0.252
C: 4.496 -2.546 -1.583
C: 3.566 -1.660 -2.110
C: 3.014 -0.679 -1.302
N: -0.005 3.324 0.054
N: -0.005 2.523 -1.043
C: -0.002 3.297 -2.122
C: 0.001 4.640 -1.710
C: -0.001 4.616 -0.331
C: 0.002 5.764 0.622
C: -0.001 2.776 -3.505
C: 0.004 3.665 -4.576
C: 0.005 3.203 -5.884
C: 0.002 1.842 -6.146
C: -0.003 0.943 -5.090
C: -0.005 1.410 -3.785
C: -3.388 -0.558 0.049
C: -3.007 -0.670 -1.290
C: -3.546 -1.653 -2.105
C: -4.477 -2.544 -1.589
C: -4.872 -2.435 -0.262
C: -4.336 -1.445 0.550
H: -3.030 2.421 4.459
H: -1.261 2.446 4.360
H: -2.202 3.744 3.624
H: -4.151 0.741 2.672
H: -0.002 3.597 2.321
H: 4.138 0.734 2.656
H: 3.022 2.409 4.449
H: 2.195 3.735 3.618
H: 1.253 2.437 4.354
H: 4.624 -1.367 1.591
H: 5.612 -3.114 0.161
H: 4.930 -3.317 -2.209
H: 3.289 -1.724 -3.156
H: 2.340 0.053 -1.737
H: 0.004 5.520 -2.331
H: 0.005 6.695 0.059
H: -0.880 5.752 1.263
H: 0.884 5.747 1.264
H: 0.006 4.732 -4.393
H: 0.009 3.912 -6.702
H: 0.004 1.482 -7.168
H: -0.006 -0.123 -5.286
H: -0.009 0.707 -2.963
H: -2.333 0.066 -1.717
H: -3.259 -1.713 -3.149
H: -4.902 -3.315 -2.220
H: -5.608 -3.120 0.142
H: -4.643 -1.372 1.587
C: -0.010 -2.659 4.836
N: -0.005 -3.318 3.543
C: -0.001 -4.682 3.321
C: 0.003 -4.879 2.006
N: 0.001 -3.614 1.374
C: -0.004 -2.636 2.365
S: -0.006 -0.979 2.280
C: 0.005 -3.481 -0.047
C: 0.012 -4.669 -0.795
C: 0.015 -4.626 -2.169
C: 0.011 -3.395 -2.800
C: 0.005 -2.286 -1.996
N: 0.001 -2.291 -0.648
H: -0.010 -3.418 5.613
H: -0.894 -2.032 4.930
H: 0.869 -2.026 4.934
H: -0.001 -5.400 4.124
H: 0.007 -5.813 1.484
H: 0.015 -5.631 -0.316
H: 0.021 -5.549 -2.735
H: 0.014 -3.301 -3.878
H: 0.002 -1.309 -2.469

Summary:
Net charge = +1
ΔE to the lowest compared entry with this formula, charge and spin = 252.0 kJ/mol
LUMO level = -3.984 eV
Energy = -2543.37987 Eh
Kohn-Sham gap = 6.155 eV

Mulliken population analysis, charges in e, atoms 1 to 5: 2.80 -1.42 0.71 -1.15 -0.49

(8)
Molecular formula: C2H5NOS
Method: DFT, wB97M-V/def2-TZVPD

Element x y z (Å)
C: -1.154 0.418 -0.503
C: -0.069 -0.446 0.027
N: 1.143 -0.291 -0.470
O: 2.219 -1.034 0.005
S: 2.553 0.619 0.000
H: -0.757 1.377 -0.832
H: -1.917 0.582 0.255
H: -1.635 -0.077 -1.352
H: -0.294 -1.375 0.536
H: -0.088 0.227 2.334

Summary:
ΔE to the lowest compared entry with this formula, charge and spin = 796.1 kJ/mol
LUMO level (alpha / beta) = -0.705 / -1.048 eV
Energy = -607.10360 Eh
Kohn-Sham gap (alpha / beta) = 8.388 / 6.438 eV

natural (NBO) population analysis, charges in e, atoms 1 to 5: -0.66 0.03 -0.22 -0.45 0.48

(9)
Molecular formula: C4H12O3
Method: DFT, wB97M-V/def2-TZVPD

Element x y z (Å)
C: -3.587 2.105 1.893
C: -3.691 0.821 2.503
C: -3.059 -0.415 1.799
C: -3.438 -1.671 1.892
H: -2.802 2.209 1.156
H: -3.815 3.055 2.380
H: -4.050 0.789 3.540
H: -2.240 -0.080 1.180
H: -3.027 -2.560 1.282
H: -4.095 -1.914 2.656
O: 6.196 -2.128 -2.388
H: 5.266 -2.418 -2.402
H: 6.141 -1.130 -2.361
O: 1.118 -0.536 -1.426
H: 1.231 -1.235 -2.069
H: 1.245 -1.080 -0.645
O: 3.132 2.039 -2.261
H: 2.367 1.536 -1.929
H: 2.854 2.787 -2.707

Summary:
SMILES = C=CC=C.O.O.O
ΔE to the lowest compared entry with this formula, charge and spin = 248.8 kJ/mol
LUMO level = 0.254 eV
Energy = -385.22701 Eh
Kohn-Sham gap = 9.393 eV

natural (NBO) population analysis, charges in e, atoms 1 to 5: -0.40 -0.20 -0.22 -0.38 0.19

(10)
Molecular formula: C6H14N2O2
Method: DFT, wB97M-V/def2-TZVPD

Element x y z (Å)
C: 1.261 -1.219 1.918
N: 1.115 0.260 1.539
C: 1.753 0.543 0.320
C: 1.724 1.832 -0.311
O: 2.605 -0.199 -0.164
H: 2.092 -1.420 2.585
H: 0.432 -1.577 2.486
H: 1.508 -1.677 0.969
H: 0.666 0.840 2.120
H: 2.644 2.448 -0.211
H: 1.395 1.762 -1.357
H: 0.954 2.752 0.069
C: -0.768 -1.351 -2.260
N: -0.990 -0.833 -0.894
C: -2.213 -0.066 -0.603
C: -2.231 0.657 0.632
O: -2.927 -0.067 -1.573
H: -1.627 -0.812 -2.801
H: 0.199 -1.267 -2.661
H: -0.803 -2.331 -2.299
H: -0.244 -1.038 -0.223
H: -3.208 0.695 1.150
H: -1.446 0.328 1.239
H: -1.891 1.742 0.332

Summary:
SMILES = CNC(C)=O.CNC(C)=O
ΔE to the lowest compared entry with this formula, charge and spin = 317.4 kJ/mol
LUMO level = 0.617 eV
Energy = -496.93664 Eh
Kohn-Sham gap = 9.711 eV

natural (NBO) population analysis, charges in e, atoms 1 to 5: -0.44 -0.63 0.64 -0.70 -0.61

(11)
Molecular formula: CH17NO6
Method: DFT, wB97M-V/def2-TZVPD

Element x y z (Å)
C: 0.856 2.715 1.912
N: 0.280 1.731 0.991
H: 1.209 3.603 1.394
H: 1.832 2.317 2.306
H: 0.191 2.839 2.784
H: -0.668 2.058 0.815
H: 0.720 1.732 0.073
O: 1.947 -1.401 2.868
H: 1.256 -0.746 2.703
H: 2.730 -0.874 2.658
O: 0.779 1.675 -1.850
H: 0.426 2.160 -2.595
H: 0.610 0.730 -1.880
O: -0.999 -0.493 -3.580
H: -0.868 -1.379 -3.228
H: -1.039 -0.579 -4.536
O: -1.135 -2.880 -0.155
H: -0.476 -2.181 0.046
H: -1.418 -3.359 0.627
O: 0.882 -1.049 0.060
H: 0.330 -0.638 0.739
H: 1.676 -1.436 0.439
O: -3.283 -1.382 -0.602
H: -3.440 -1.357 -1.547
H: -2.399 -1.807 -0.444

Summary:
SMILES = CN.O.O.O.O.O.O
ΔE to the lowest compared entry with this formula, charge and spin = 87.1 kJ/mol
LUMO level = 0.404 eV
Energy = -554.46462 Eh
Kohn-Sham gap = 9.823 eV

natural (NBO) population analysis, charges in e, atoms 1 to 5: -0.42 -0.89 0.18 0.17 0.20

(12)
Molecular formula: C5H10O2
Method: DFT, wB97M-V/def2-TZVPD

Element x y z (Å)
C: -1.381 1.310 1.648
O: -1.175 0.305 0.691
C: -0.119 0.553 -0.179
C: 1.346 0.406 0.250
C: 0.639 -0.648 -0.477
C: 0.420 -1.941 -0.624
O: -0.794 -2.455 -0.956
H: -1.667 2.260 1.177
H: -0.476 1.466 2.252
H: -2.191 0.957 2.289
H: -0.310 1.336 -0.925
H: 2.057 1.066 -0.252
H: 1.581 0.166 1.282
H: 1.203 -2.688 -0.558
H: -1.459 -1.805 -0.678
H: 1.222 0.199 -2.616
H: 1.103 -0.488 -2.322

Summary:
SMILES = CO[C@H]1C/C1=C/O.[H][H]
ΔE to the lowest compared entry with this formula, charge and spin = 475.4 kJ/mol
LUMO level = 0.965 eV
Energy = -346.84437 Eh
Kohn-Sham gap = 9.526 eV

natural (NBO) population analysis, charges in e, atoms 1 to 5: -0.24 -0.53 0.06 -0.45 -0.15

(13)
Molecular formula: C5H6N2O
Method: DFT, wB97M-V/def2-TZVPD

Element x y z (Å)
O: -1.213 0.669 2.789
C: -0.346 -0.160 2.708
N: 0.235 -0.562 1.554
C: 0.093 -0.061 0.239
N: -0.549 0.997 -0.082
C: -0.455 1.106 -1.522
C: 0.307 -0.093 -2.056
C: 0.580 -0.854 -0.963
H: 0.213 -0.699 3.560
H: 0.807 -1.350 1.608
H: -0.031 2.083 -1.842
H: -1.406 1.057 -1.971
H: 0.612 -0.344 -3.063
H: 1.153 -1.788 -0.959

Summary:
SMILES = O=CNC1=NCC=C1
ΔE to the lowest compared entry with this formula, charge and spin = 54.4 kJ/mol
LUMO level = 0.753 eV
Energy = -378.85024 Eh
Kohn-Sham gap = 10.361 eV

natural (NBO) population analysis, charges in e, atoms 1 to 5: -0.54 0.54 -0.62 0.37 -0.40